(A)
C3H8N4 | wB97M-V/def2-TZVPD

Output
Multiplicity   3
⟨S²⟩   2.020
Orbital gap (spin up / spin down)   6.407 / 7.034 eV
LUMO (spin up / spin down)   1.13 / -1.61 eV
Highest occupied orbital energy (spin up / spin down)   -0.194 / -0.318 Ha
M   100.12 g mol⁻¹

Geometry (Å):
C  -1.83544  -1.47392  0.03507
C  -1.70313  -0.12189  -0.00277
C  -0.19969  1.81026  0.04050
N  1.72441  0.15265  0.07309
N  0.61716  -0.44985  -0.04999
N  2.75055  -0.77910  0.07816
N  -0.45261  0.44090  -0.20028
H  -2.84188  -1.90986  0.13310
H  -1.14488  -2.29060  -0.14648
H  -2.53904  0.45579  0.22231
H  -1.10447  2.33896  0.64595
H  0.81992  1.85040  0.62890
H  -0.06827  2.22550  -1.02047
H  2.36504  -1.63783  -0.05929
H  3.61232  -0.61142  -0.37779

Here are the Löwdin charges for atoms 1 to 6, given in e: atom 1 (C): 0.03, atom 2 (C): -0.17, atom 3 (C): -0.10, atom 4 (N): -0.18, atom 5 (N): -0.07, atom 6 (N): 0.07

(B)
C3H8N4 | wB97M-V/def2-TZVPD

Output
Multiplicity   3
⟨S²⟩   2.010
Orbital gap (spin up / spin down)   6.462 / 9.110 eV
LUMO (spin up / spin down)   0.98 / -0.52 eV
Highest occupied orbital energy (spin up / spin down)   -0.202 / -0.354 Ha
M   100.12 g mol⁻¹

Geometry (Å):
C  0.58021  -1.91375  0.77184
C  -0.70722  1.22016  -1.20852
C  -0.21955  1.41179  0.21573
N  1.13462  -1.74704  -0.65265
N  1.37167  -0.66805  -0.99757
N  0.04691  -0.65358  1.06655
N  0.74838  0.35374  0.56777
H  -0.19170  -2.69912  0.83047
H  1.44953  -2.11086  1.54891
H  -0.92626  0.18468  -1.40452
H  -1.48804  1.95349  -1.32291
H  0.06583  1.56147  -1.92706
H  0.26680  2.30737  0.43820
H  -1.16074  1.39576  0.92525
H  -0.97045  -0.59605  1.14851

Here are the Löwdin charges for atoms 1 to 6, given in e: atom 1 (C): -0.20, atom 2 (C): -0.12, atom 3 (C): -0.27, atom 4 (N): -0.06, atom 5 (N): 0.07, atom 6 (N): -0.12

Ranked by calculated energy, most stable first: (B), (A).